Arrangement i

C7H19NO2 as an isolated structure, computed with ωB97M-V with the def2-TZVPD basis set.

## Properties
HOMO-LUMO gap, eV: 9.3
HOMO energy, eV: -8.506

Structure (ORCA input):
```
! RIJCOSX wB97M-V def2-TZVPD def2/J DEFGRID3
* xyz 0 1
O 1.086 -2.179 0.006
O 1.932 0.990 -0.048
N 0.916 -0.018 2.157
C 0.017 -1.803 -0.798
C 0.132 1.052 1.541
C -1.381 0.918 1.730
C 0.196 -1.678 -2.136
C 0.157 2.492 -0.529
C 0.534 1.131 0.048
C -1.254 -2.379 -0.223
H -1.623 0.790 2.785
H -2.120 -1.925 -0.700
H -0.637 -1.795 -2.808
H 0.669 -0.923 1.768
H 0.461 1.973 2.041
H 0.633 2.637 -1.495
H -1.759 0.062 1.176
H 0.388 0.399 -3.145
H -1.333 -3.459 -0.352
H 0.404 1.170 -3.358
H 0.541 3.298 0.100
H 2.206 0.544 0.774
H -1.283 -2.220 0.853
H -0.920 2.622 -0.581
H -1.895 1.810 1.380
H 0.760 -0.063 3.156
H 1.903 -1.805 -0.348
H 0.081 0.068 -0.432
H 1.188 -1.711 -2.560
*
```

Arrangement ii

A 3-piece molecular cluster, C7H19NO2 overall, computed with ωB97M-V with the def2-TZVPD basis set.

## Properties
HOMO-LUMO gap, eV: 8.3
HOMO energy, eV: -8.093

Structure (ORCA input):
```
! RIJCOSX wB97M-V def2-TZVPD def2/J DEFGRID3
* xyz 0 1
O 0.343 -0.032 -3.373
O -0.122 -0.857 0.186
N -2.340 -0.306 1.198
C -1.699 -0.198 2.335
C 1.949 -0.125 -0.851
C 0.230 1.153 1.956
C 0.853 -2.311 -1.431
C -0.305 2.408 1.280
C 0.608 -0.853 -1.014
C -0.249 -0.135 -2.079
H -0.423 0.892 -1.751
H 1.445 -2.387 -2.348
H 1.313 1.056 1.814
H 0.142 3.322 1.678
H 0.048 0.145 1.175
H -0.100 -2.825 -1.577
H -2.061 0.471 3.106
H 2.504 -0.117 -1.790
H 2.551 -0.620 -0.086
H 0.438 -0.921 -3.732
H -1.047 -1.014 2.604
H -3.001 0.419 0.950
H 1.787 0.910 -0.549
H -1.221 -0.644 -2.132
H -1.390 2.500 1.401
H 0.112 1.201 3.040
H 1.397 -2.825 -0.638
H -0.109 2.387 0.207
H -1.656 -0.694 0.418
*
```

Which of them is the most stable? Correct choice: arrangement i.

Arrangement i

One molecule with the formula C4H6N4, computed with ωB97M-V with the def2-TZVPD basis set.

## Properties
HOMO-LUMO gap, eV: 8.8
SMILES: [H]/N=C1/N=CC(=C)N1N
HOMO energy, eV: -8.871

Structure (ORCA input):
```
! RIJCOSX wB97M-V def2-TZVPD def2/J DEFGRID3
* xyz 0 1
N 0.064 1.688 0.219
N 2.736 0.130 -0.066
N 1.356 -1.545 0.085
N 0.307 0.369 -0.083
C 0.134 -1.807 0.082
C 1.598 -0.221 -0.162
C -0.754 -0.619 -0.131
C -2.034 -0.293 -0.180
H -2.184 0.896 -0.123
H 2.901 1.192 -0.349
H -0.263 1.946 -0.641
H -0.451 1.829 0.906
H -0.417 -2.727 0.451
H -2.992 -0.838 -0.008
*
```

Arrangement ii

One molecule with the formula C4H6N4, computed with ωB97M-V with the def2-TZVPD basis set.

## Properties
HOMO-LUMO gap, eV: 7.7
HOMO energy, eV: -8.001

Structure (ORCA input):
```
! RIJCOSX wB97M-V def2-TZVPD def2/J DEFGRID3
* xyz 0 1
N -1.267 -3.055 -0.643
N 0.409 -0.339 -1.718
N 1.454 0.764 0.700
N -0.350 1.940 1.488
C -1.044 -1.938 -0.471
C -0.797 -0.383 0.487
C -0.632 -0.264 -0.865
C 0.102 0.935 0.871
H 2.014 1.403 1.246
H 0.450 -1.116 -2.366
H -1.360 2.025 1.487
H 1.804 -0.178 0.623
H -1.739 -0.291 1.003
H 0.957 0.498 -1.843
*
```

Which of them is the most stable? Correct choice: arrangement i.

Arrangement i

One molecule with the formula C4H6N4, computed with ωB97M-V with the def2-TZVPD basis set.

## Properties
HOMO-LUMO gap, eV: 8.2
SMILES: [H]/N=C1/NN=CC(=C)N1
HOMO energy, eV: -8.851

Structure (ORCA input):
```
! RIJCOSX wB97M-V def2-TZVPD def2/J DEFGRID3
* xyz 0 1
N -0.286 -0.223 -0.635
N 0.780 1.265 -2.282
N 1.929 0.019 0.808
N 1.628 0.956 -0.239
C 0.846 -0.738 1.148
C -0.571 -0.735 0.688
C -1.955 -0.925 1.181
C 0.700 0.650 -1.100
H -0.221 1.120 -2.767
H -2.887 -0.923 0.524
H 0.783 -1.118 2.088
H -1.272 0.460 -1.015
H 2.621 1.252 -0.586
H -2.095 -1.061 2.187
*
```

Arrangement ii

One molecule with the formula C4H6N4, computed with ωB97M-V with the def2-TZVPD basis set.

## Properties
HOMO-LUMO gap, eV: 9.6
SMILES: NCc1ccnnn1
HOMO energy, eV: -9.608

Structure (ORCA input):
```
! RIJCOSX wB97M-V def2-TZVPD def2/J DEFGRID3
* xyz 0 1
N -2.437 -0.797 0.168
N -1.515 -1.656 -0.116
N -0.286 -1.330 -0.091
N 2.366 -0.809 -0.019
C -2.180 0.493 -0.001
C 0.063 0.011 -0.061
C -0.927 0.988 -0.146
C 1.555 0.435 0.114
H -3.229 1.090 0.197
H 1.724 1.296 -0.765
H -0.760 2.144 -0.383
H 1.944 -1.530 0.745
H 1.971 -1.174 -0.949
H 1.712 0.838 1.307
*
```

Arrangement iii

One molecule with the formula C4H6N4, computed with ωB97M-V with the def2-TZVPD basis set.

## Properties
HOMO-LUMO gap, eV: 10.0
SMILES: [H]/N=C(\C#N)N(C)N=C
HOMO energy, eV: -9.723

Structure (ORCA input):
```
! RIJCOSX wB97M-V def2-TZVPD def2/J DEFGRID3
* xyz 0 1
N -1.470 -0.601 -0.333
N -0.025 -0.148 0.279
N 0.413 1.286 -1.623
N 3.102 1.147 0.767
C 0.616 0.473 -0.704
C 2.120 0.857 0.225
C -2.358 0.306 -0.334
C 0.476 -1.284 1.068
H 0.375 -1.002 2.116
H -0.145 -2.159 0.862
H 1.505 -1.595 0.878
H 0.954 1.358 -2.479
H -3.381 -0.013 -0.581
H -2.181 1.375 -0.141
*
```

Arrangement iv

One molecule with the formula C4H6N4, computed with ωB97M-V with the def2-TZVPD basis set.

## Properties
HOMO-LUMO gap, eV: 9.2
SMILES: C=CN1C=NN=CN1
HOMO energy, eV: -8.780

Structure (ORCA input):
```
! RIJCOSX wB97M-V def2-TZVPD def2/J DEFGRID3
* xyz 0 1
N 0.092 -0.052 -0.687
N -0.790 -0.968 -0.539
N -2.108 0.373 0.897
N -1.609 1.384 -0.110
C 2.077 0.344 0.840
C -1.821 -0.796 0.521
C -0.413 1.190 -0.666
C 1.330 -0.332 -0.195
H 0.039 1.953 -1.328
H 3.177 -0.037 1.036
H -2.390 -1.725 0.875
H 1.476 -1.482 -0.462
H 2.083 1.356 1.232
H -1.142 -1.208 -1.415
*
```

Which of them is the most stable? Correct choice: arrangement ii.

Arrangement i

One molecule with the formula C4H6N4, computed with ωB97M-V with the def2-TZVPD basis set.

## Properties
HOMO-LUMO gap, eV: 9.4
SMILES: C=N/N=C\C=N/N=C
HOMO energy, eV: -9.438

Structure (ORCA input):
```
! RIJCOSX wB97M-V def2-TZVPD def2/J DEFGRID3
* xyz 0 1
N -1.494 1.132 -0.450
N 2.326 0.187 -0.536
N 1.474 -0.823 -0.847
N -2.401 0.126 -0.540
C 0.223 -0.518 -0.831
C 2.801 0.226 0.625
C -0.244 0.841 -0.564
C -2.769 -0.492 0.494
H 3.526 1.058 0.794
H -3.623 -1.226 0.391
H 2.547 -0.478 1.388
H 0.514 1.592 -0.441
H -2.329 -0.366 1.467
H -0.549 -1.258 -0.949
*
```

Arrangement ii

One molecule with the formula C4H6N4, computed with ωB97M-V with the def2-TZVPD basis set.

## Properties
HOMO-LUMO gap, eV: 9.1
SMILES: N/N=C\C1=NN=CC1
HOMO energy, eV: -9.142

Structure (ORCA input):
```
! RIJCOSX wB97M-V def2-TZVPD def2/J DEFGRID3
* xyz 0 1
N 0.942 -1.338 -0.571
N -1.949 0.654 -0.751
N -2.253 -0.443 -0.013
N 2.141 -0.716 -0.784
C 2.182 0.426 -0.092
C 0.949 0.567 0.699
C 0.170 -0.723 0.291
C -1.240 -1.101 0.457
H 0.346 1.419 0.408
H 0.865 0.656 1.830
H -2.737 0.732 -1.405
H 3.138 0.982 -0.024
H -1.022 0.845 -1.067
H -1.532 -1.960 1.022
*
```

Which of them is the most stable? Correct choice: arrangement ii.

Arrangement i

One molecule with the formula C4H6N4, computed with ωB97M-V with the def2-TZVPD basis set.

## Properties
HOMO-LUMO gap, eV: 9.9
SMILES: C=NNC1C=NN=C1
HOMO energy, eV: -9.597

Structure (ORCA input):
```
! RIJCOSX wB97M-V def2-TZVPD def2/J DEFGRID3
* xyz 0 1
N 1.940 -0.229 0.446
N -1.283 0.856 -1.435
N 0.822 -0.097 1.376
N -1.983 -0.350 -0.948
C -0.363 0.311 0.730
C -1.435 -0.632 0.202
C -0.324 1.153 -0.691
C 1.504 -0.882 -0.645
H -1.028 0.747 1.457
H 2.377 -0.920 -1.421
H 1.353 0.613 1.873
H -2.192 -1.413 0.753
H 0.327 -1.259 -0.844
H 0.285 2.102 -0.854
*
```

Arrangement ii

One molecule with the formula C4H6N4, computed with ωB97M-V with the def2-TZVPD basis set.

## Properties
HOMO-LUMO gap, eV: 10.2
SMILES: C1=NN[C@H]2C=NN[C@H]12
HOMO energy, eV: -9.321

Structure (ORCA input):
```
! RIJCOSX wB97M-V def2-TZVPD def2/J DEFGRID3
* xyz 0 1
N 2.131 -0.124 -0.026
N 1.378 1.018 -0.346
N -2.144 0.033 -0.131
N -1.365 -1.178 -0.122
C -0.082 -0.703 -0.366
C 0.037 0.709 0.126
C 1.302 -1.077 -0.001
C -1.378 1.063 -0.117
H 0.043 0.675 1.236
H 1.675 -2.108 0.147
H -0.100 -0.601 -1.427
H -1.412 -1.507 0.889
H -1.928 2.047 -0.016
H 1.842 1.754 0.152
*
```

Arrangement iii

One molecule with the formula C4H6N4, computed with ωB97M-V with the def2-TZVPD basis set.

## Properties
HOMO-LUMO gap, eV: 10.7
SMILES: C/C=N\n1ccnn1
HOMO energy, eV: -9.787

Structure (ORCA input):
```
! RIJCOSX wB97M-V def2-TZVPD def2/J DEFGRID3
* xyz 0 1
N -0.590 -0.879 -0.119
N -1.860 -1.147 -0.188
N -0.560 0.433 0.099
N 0.587 1.282 -0.135
C -2.615 0.063 0.021
C -1.735 1.087 0.037
C 1.679 0.657 -0.160
C 1.952 -0.849 0.082
H -1.686 2.137 0.165
H 1.431 -1.327 0.925
H 1.573 -1.555 -0.647
H 2.537 1.239 -0.375
H 3.001 -1.019 0.304
H -3.715 -0.122 -0.010
*
```

Which of them is the most stable? Correct choice: arrangement iii.

Arrangement i

One molecule with the formula C4H6N4, computed with ωB97M-V with the def2-TZVPD basis set.

## Properties
HOMO-LUMO gap, eV: 9.0
SMILES: C#C/C(=N/N)NN=C
HOMO energy, eV: -8.169

Structure (ORCA input):
```
! RIJCOSX wB97M-V def2-TZVPD def2/J DEFGRID3
* xyz 0 1
N 0.486 -0.618 0.471
N -0.668 1.434 -0.068
N 0.456 2.206 0.125
N 1.654 -0.346 -0.184
C -1.854 -0.516 -0.123
C -0.599 0.168 0.049
C 2.475 -1.325 -0.157
C -2.906 -1.131 -0.101
H 3.432 -1.194 -0.744
H 0.256 -1.636 0.568
H -3.806 -1.710 -0.229
H 1.332 1.735 -0.131
H 0.388 3.135 -0.350
H 2.203 -2.240 0.468
*
```

Arrangement ii

One molecule with the formula C4H6N4, computed with ωB97M-V with the def2-TZVPD basis set.

## Properties
HOMO-LUMO gap, eV: 8.9
SMILES: [H]/N=C(N)\C(C#N)=C/N
HOMO energy, eV: -8.519

Structure (ORCA input):
```
! RIJCOSX wB97M-V def2-TZVPD def2/J DEFGRID3
* xyz 0 1
N -0.797 1.687 -0.394
N -0.021 -2.212 -0.606
N -1.541 -0.837 0.451
N 3.379 -0.322 0.202
C -0.209 -1.080 0.059
C 2.267 -0.143 0.030
C 0.831 0.026 0.027
C 0.447 1.371 -0.077
H 1.109 2.320 0.015
H -1.583 -0.691 1.448
H 0.886 -2.177 -0.974
H -1.128 2.801 -0.174
H -1.462 0.884 -0.385
H -2.177 -1.628 0.378
*
```

Which of them is the most stable? Correct choice: arrangement ii.